Density functional theory data (ωB97M-V with the def2-TZVPD basis set) for a structure of composition C37H64AsN4S2SbSi3Sn.

Properties
Kohn-Sham gap: 6.830 eV
lowest unoccupied orbital energy: -11.39 eV
ΔE to the lowest compared entry with this formula, charge and spin: 175.3 kJ/mol
total energy: -163848.367 eV
HOMO energy: -18.22 eV
charge: +4

Cartesian coordinates (Å):
Sn (0.213, -0.231, -0.431)
C (-5.219, -0.022, -2.549)
N (-3.751, -0.077, -2.409)
C (-3.019, -0.886, -1.678)
S (-1.327, -1.057, -2.198)
N (-3.452, -1.641, -0.686)
C (-4.779, -1.662, -0.053)
H (-5.428, 0.386, -3.534)
H (-5.660, 0.624, -1.795)
H (-5.638, -1.022, -2.500)
H (-3.228, 0.505, -3.046)
H (-2.813, -2.366, -0.396)
H (-5.469, -2.307, -0.594)
H (-5.174, -0.653, 0.016)
H (-4.651, -2.057, 0.952)
C (4.945, 0.114, -2.742)
N (3.779, -0.453, -3.407)
C (3.947, -1.331, -4.584)
C (2.499, -1.666, -4.989)
N (1.719, -1.022, -3.910)
C (2.512, -0.316, -3.105)
S (1.950, 0.792, -1.869)
H (5.554, -0.688, -2.327)
H (4.634, 0.793, -1.954)
H (5.535, 0.662, -3.475)
H (4.520, -2.212, -4.293)
H (4.499, -0.799, -5.358)
H (2.308, -2.736, -5.011)
H (2.229, -1.237, -5.951)
H (0.749, -0.778, -4.029)
C (2.144, 2.555, 2.020)
C (0.948, 3.130, 2.724)
C (1.125, 3.779, 3.944)
C (0.061, 4.368, 4.610)
C (-1.218, 4.321, 4.072)
C (-1.429, 3.675, 2.866)
C (-0.348, 3.084, 2.207)
Sb (-0.784, 2.370, 0.285)
C (0.063, 3.702, -1.092)
C (0.825, 4.723, -0.517)
C (1.336, 5.730, -1.318)
C (1.077, 5.716, -2.682)
C (0.312, 4.703, -3.241)
C (-0.209, 3.671, -2.466)
C (-1.022, 2.598, -3.135)
C (-2.874, 2.420, 0.106)
C (-3.412, 3.343, -0.789)
C (-4.783, 3.554, -0.819)
C (-5.602, 2.850, 0.052)
C (-5.057, 1.932, 0.943)
C (-3.686, 1.697, 0.992)
C (-3.114, 0.753, 2.013)
H (2.817, 2.081, 2.733)
H (2.714, 3.333, 1.507)
H (1.870, 1.802, 1.271)
H (2.119, 3.832, 4.372)
H (0.232, 4.871, 5.553)
H (-2.046, 4.790, 4.586)
H (-2.428, 3.653, 2.447)
H (0.995, 4.759, 0.552)
H (1.917, 6.529, -0.878)
H (1.459, 6.507, -3.312)
H (0.102, 4.720, -4.304)
H (-1.739, 3.034, -3.831)
H (-1.581, 1.990, -2.418)
H (-0.378, 1.927, -3.707)
H (-2.770, 3.929, -1.437)
H (-5.203, 4.285, -1.497)
H (-6.669, 3.030, 0.054)
H (-5.708, 1.415, 1.639)
H (-3.883, 0.102, 2.426)
H (-2.667, 1.294, 2.850)
H (-2.334, 0.116, 1.578)
C (0.862, -3.299, 4.285)
Si (0.007, -2.082, 3.189)
C (0.294, -0.301, 3.633)
C (-1.774, -2.536, 2.922)
As (1.090, -2.270, 0.958)
Si (0.519, -4.338, -0.256)
C (1.368, -5.615, 0.783)
C (1.178, -4.203, -1.989)
C (-1.328, -4.534, -0.304)
Si (3.558, -2.135, 1.131)
C (4.017, -0.355, 1.357)
C (4.200, -2.851, -0.458)
C (3.983, -3.165, 2.607)
H (0.294, -3.329, 5.221)
H (1.883, -3.016, 4.535)
H (0.865, -4.314, 3.883)
H (-0.131, -0.113, 4.623)
H (-0.184, 0.394, 2.937)
H (1.357, -0.059, 3.685)
H (-2.319, -2.300, 3.841)
H (-1.902, -3.604, 2.743)
H (-2.243, -1.977, 2.109)
H (2.432, -5.426, 0.928)
H (1.282, -6.572, 0.259)
H (0.899, -5.740, 1.761)
H (2.264, -4.161, -2.041)
H (0.754, -3.354, -2.527)
H (0.860, -5.111, -2.513)
H (-1.833, -4.340, 0.642)
H (-1.529, -5.581, -0.554)
H (-1.768, -3.944, -1.110)
H (3.721, 0.286, 0.526)
H (5.108, -0.308, 1.439)
H (3.613, 0.047, 2.285)
H (3.801, -2.355, -1.344)
H (4.015, -3.923, -0.536)
H (5.287, -2.718, -0.452)
H (3.790, -2.638, 3.541)
H (5.062, -3.349, 2.564)
H (3.493, -4.138, 2.641)

Atomic partial charges in e from the Mulliken method, atoms 1 to 99: number 1, Sn, carries 0.686; number 2, C, carries -1.069; number 3, N, carries 0.095; number 4, C, carries 0.321; number 5, S, carries -0.450; number 6, N, carries 0.169; number 7, C, carries -1.211; number 8, H, carries 0.385; number 9, H, carries 0.308; number 10, H, carries 0.376; number 11, H, carries 0.241; number 12, H, carries -0.252; number 13, H, carries 0.445; number 14, H, carries 0.453; number 15, H, carries 0.256; number 16, C, carries -0.833; number 17, N, carries 0.055; number 18, C, carries -0.557; number 19, C, carries -0.591; number 20, N, carries 0.075; number 21, C, carries 0.335; number 22, S, carries -0.490; number 23, H, carries 0.313; number 24, H, carries 0.264; number 25, H, carries 0.342; number 26, H, carries 0.311; number 27, H, carries 0.406; number 28, H, carries 0.312; number 29, H, carries 0.364; number 30, H, carries 0.221; number 31, C, carries -1.598; number 32, C, carries 0.536; number 33, C, carries -0.820; number 34, C, carries -0.953; number 35, C, carries -0.935; number 36, C, carries -1.272; number 37, C, carries 1.476; number 38, Sb, carries 2.099; number 39, C, carries 1.402; number 40, C, carries -1.212; number 41, C, carries -1.038; number 42, C, carries -0.842; number 43, C, carries -0.973; number 44, C, carries 0.713; number 45, C, carries -0.525; number 46, C, carries 1.069; number 47, C, carries -1.285; number 48, C, carries -0.821; number 49, C, carries -1.176; number 50, C, carries -0.371; number 51, C, carries 0.298; number 52, C, carries -0.932; number 53, H, carries 0.653; number 54, H, carries 0.534; number 55, H, carries -0.103; number 56, H, carries 0.544; number 57, H, carries 0.467; number 58, H, carries 0.507; number 59, H, carries 0.526; number 60, H, carries 0.543; number 61, H, carries 0.510; number 62, H, carries 0.463; number 63, H, carries 0.543; number 64, H, carries 0.586; number 65, H, carries -1.014; number 66, H, carries 0.482; number 67, H, carries 0.531; number 68, H, carries 0.525; number 69, H, carries 0.446; number 70, H, carries 0.558; number 71, H, carries 0.651; number 72, H, carries 0.476; number 73, H, carries -0.397; number 74, C, carries -1.024; number 75, Si, carries 0.129; number 76, C, carries -0.475; number 77, C, carries -0.520; number 78, As, carries 0.045; number 79, Si, carries 0.245; number 80, C, carries -0.950; number 81, C, carries -0.718; number 82, C, carries -1.087; number 83, Si, carries 0.149; number 84, C, carries -0.487; number 85, C, carries -0.290; number 86, C, carries -1.103; number 87, H, carries 0.410; number 88, H, carries 0.330; number 89, H, carries 0.329; number 90, H, carries 0.603; number 91, H, carries -0.186; number 92, H, carries 0.347; number 93, H, carries 0.473; number 94, H, carries 0.531; number 95, H, carries -0.301; number 96, H, carries 0.232; number 97, H, carries 0.454; number 98, H, carries 0.328; number 99, H, carries 0.337

***

Density functional theory data (ωB97M-V with the def2-TZVPD basis set) for a structure of composition C37H64BCaFN9Si4Te.

Properties
Kohn-Sham gap: 5.685 eV
lowest unoccupied orbital energy: 1.80 eV
ΔE to the lowest compared entry with this formula, charge and spin: 449.0 kJ/mol
total energy: -113457.838 eV
HOMO energy: -3.88 eV
charge: -1

Cartesian coordinates (Å):
Ca (0.945, 0.785, -0.264)
C (-0.004, 5.191, 0.309)
C (0.030, 3.694, 0.218)
N (1.033, 2.989, 0.566)
C (2.285, 3.525, 1.054)
C (3.067, 2.401, 1.727)
N (3.183, 1.248, 0.835)
C (3.761, 0.044, 1.426)
C (3.590, -1.154, 0.494)
N (2.193, -1.375, 0.135)
C (1.396, -2.067, 1.148)
C (-0.068, -2.186, 0.732)
N (-0.565, -0.879, 0.337)
C (-1.771, -0.686, -0.050)
C (-2.744, -1.820, -0.118)
C (-2.098, 0.721, -0.474)
C (-4.134, 2.430, -0.159)
C (-3.527, 3.583, -0.835)
C (-2.215, 3.818, -0.893)
C (-1.199, 2.973, -0.302)
N (-1.239, 1.685, -0.094)
H (0.331, 5.618, -0.641)
H (0.670, 5.546, 1.086)
H (-1.007, 5.554, 0.522)
H (2.156, 4.347, 1.765)
H (2.851, 3.913, 0.198)
H (2.517, 2.069, 2.613)
H (4.042, 2.776, 2.068)
H (3.682, 1.507, -0.014)
H (3.237, -0.138, 2.369)
H (4.824, 0.160, 1.678)
H (4.046, -2.039, 0.958)
H (4.139, -0.964, -0.432)
H (2.106, -1.857, -0.763)
H (1.456, -1.498, 2.082)
H (1.790, -3.072, 1.361)
H (-0.631, -2.584, 1.584)
H (-0.156, -2.890, -0.100)
H (-2.407, -2.620, 0.536)
H (-2.781, -2.202, -1.143)
H (-3.743, -1.530, 0.177)
H (-5.183, 2.397, -0.449)
H (-4.200, 4.297, -1.297)
H (-1.867, 4.728, -1.367)
B (-4.054, 2.454, 1.530)
N (-3.625, 1.098, -0.794)
C (-4.643, 0.177, -1.046)
C (-4.416, -0.405, -2.270)
C (-3.245, 0.119, -2.784)
N (-2.729, 1.069, -1.948)
N (-3.537, 1.137, 2.185)
C (-4.270, 0.048, 2.495)
C (-3.467, -0.850, 3.166)
C (-2.227, -0.192, 3.227)
N (-2.277, 0.998, 2.642)
H (-5.197, 2.620, 1.919)
H (-3.329, 3.357, 1.872)
H (-5.455, 0.099, -0.345)
H (-5.052, -1.133, -2.749)
H (-2.741, -0.073, -3.717)
H (-5.320, 0.011, 2.249)
H (-3.739, -1.814, 3.565)
H (-1.303, -0.528, 3.675)
F (2.557, 7.023, -2.907)
C (2.411, 5.664, -2.819)
C (3.489, 4.883, -2.467)
C (3.333, 3.505, -2.386)
C (2.100, 2.858, -2.644)
C (1.910, 1.443, -2.488)
C (1.036, 3.719, -3.014)
C (1.185, 5.092, -3.108)
H (4.449, 5.349, -2.276)
H (4.201, 2.896, -2.146)
H (2.830, 0.854, -2.558)
H (1.136, 1.008, -3.123)
H (0.070, 3.278, -3.243)
H (0.357, 5.723, -3.411)
C (1.193, -2.758, -7.565)
Si (1.554, -4.126, -6.322)
C (-0.042, -5.064, -5.999)
C (2.760, -5.341, -7.124)
Si (2.335, -3.183, -4.323)
Te (0.417, -2.340, -3.031)
Si (3.985, -1.642, -4.925)
C (3.281, -0.094, -5.712)
C (5.038, -1.112, -3.450)
C (5.152, -2.454, -6.172)
Si (3.323, -4.895, -3.084)
C (3.623, -4.344, -1.305)
C (4.983, -5.485, -3.768)
C (2.160, -6.373, -3.020)
H (0.648, -3.156, -8.427)
H (2.113, -2.296, -7.931)
H (0.584, -1.977, -7.104)
H (-0.466, -5.427, -6.941)
H (-0.768, -4.415, -5.507)
H (0.128, -5.922, -5.345)
H (2.374, -5.646, -8.102)
H (2.865, -6.242, -6.513)
H (3.755, -4.916, -7.270)
H (2.558, 0.390, -5.053)
H (2.787, -0.320, -6.660)
H (4.089, 0.619, -5.910)
H (4.442, -0.531, -2.743)
H (5.854, -0.474, -3.804)
H (5.474, -1.962, -2.920)
H (4.645, -2.617, -7.126)
H (5.528, -3.419, -5.825)
H (6.011, -1.801, -6.358)
H (4.240, -3.444, -1.247)
H (4.126, -5.140, -0.747)
H (2.667, -4.136, -0.818)
H (5.748, -4.709, -3.683)
H (4.910, -5.765, -4.822)
H (5.330, -6.359, -3.207)
H (1.169, -6.048, -2.694)
H (2.534, -7.130, -2.324)
H (2.055, -6.838, -4.003)

Atomic partial charges in e from the Mulliken method, atoms 1 to 99: number 1, Ca, carries 2.281; number 2, C, carries -2.077; number 3, C, carries 0.469; number 4, N, carries -0.008; number 5, C, carries -0.807; number 6, C, carries -1.152; number 7, N, carries 0.270; number 8, C, carries -1.368; number 9, C, carries -0.497; number 10, N, carries 1.424; number 11, C, carries -1.287; number 12, C, carries -1.067; number 13, N, carries -0.157; number 14, C, carries 0.958; number 15, C, carries -2.003; number 16, C, carries -0.060; number 17, C, carries -0.460; number 18, C, carries -1.657; number 19, C, carries -1.005; number 20, C, carries 0.928; number 21, N, carries 0.302; number 22, H, carries 0.189; number 23, H, carries 0.502; number 24, H, carries 0.559; number 25, H, carries 0.520; number 26, H, carries 0.179; number 27, H, carries 0.452; number 28, H, carries 0.424; number 29, H, carries -0.161; number 30, H, carries 0.516; number 31, H, carries 0.464; number 32, H, carries 0.483; number 33, H, carries -0.013; number 34, H, carries -0.860; number 35, H, carries 0.333; number 36, H, carries 0.472; number 37, H, carries 0.494; number 38, H, carries 0.526; number 39, H, carries 0.557; number 40, H, carries 0.296; number 41, H, carries 0.467; number 42, H, carries 0.584; number 43, H, carries 0.324; number 44, H, carries 0.504; number 45, B, carries 0.182; number 46, N, carries 1.275; number 47, C, carries -0.491; number 48, C, carries -0.969; number 49, C, carries -0.491; number 50, N, carries -0.754; number 51, N, carries 0.559; number 52, C, carries -0.139; number 53, C, carries -1.195; number 54, C, carries -0.302; number 55, N, carries -0.724; number 56, H, carries -0.202; number 57, H, carries -0.184; number 58, H, carries 0.563; number 59, H, carries 0.453; number 60, H, carries 0.572; number 61, H, carries 0.538; number 62, H, carries 0.406; number 63, H, carries 0.579; number 64, F, carries -0.409; number 65, C, carries 0.803; number 66, C, carries -0.578; number 67, C, carries -0.360; number 68, C, carries 1.198; number 69, C, carries -2.351; number 70, C, carries -0.155; number 71, C, carries -0.999; number 72, H, carries 0.440; number 73, H, carries 0.283; number 74, H, carries -0.012; number 75, H, carries 0.718; number 76, H, carries 0.380; number 77, H, carries 0.382; number 78, C, carries -1.124; number 79, Si, carries 0.300; number 80, C, carries -1.014; number 81, C, carries -1.017; number 82, Si, carries 0.278; number 83, Te, carries -0.676; number 84, Si, carries 0.407; number 85, C, carries -0.782; number 86, C, carries -0.378; number 87, C, carries -1.105; number 88, Si, carries 0.028; number 89, C, carries -0.414; number 90, C, carries -1.096; number 91, C, carries -1.130; number 92, H, carries 0.396; number 93, H, carries 0.263; number 94, H, carries 0.295; number 95, H, carries 0.365; number 96, H, carries 0.245; number 97, H, carries 0.250; number 98, H, carries 0.381; number 99, H, carries 0.247